Molecular formula: C29H34Br2N2O2PReSi
Method: DFT, ωB97M-V with the def2-TZVPD basis set

Each line ends with the Mulliken spin population.
Geometry (Å):
1 Re 1.40 -0.52 1.23  2.80
2 Br 3.60 0.12 7.53  0.01
3 Br 7.97 -1.91 1.18  0.01
4 P -1.08 -3.07 -0.01  -0.02
5 Si -0.88 0.01 -0.69  -0.25
6 O -0.37 -1.65 -0.13  0.09
7 O 0.17 0.79 0.28  0.24
8 N 2.04 -0.36 3.20  -0.06
9 N 3.42 -1.06 1.18  -0.09
10 C -0.89 4.39 -1.42  0.00
11 C 4.06 -1.42 0.05  0.08
12 C -5.02 0.17 -0.60  0.00
13 C 0.20 -4.27 0.22  0.02
14 C -2.19 -3.03 1.37  0.01
15 C -2.63 0.30 -0.22  0.01
16 C 3.34 -0.56 3.49  -0.01
17 C 4.15 -0.95 2.32  0.01
18 C -0.54 -0.04 -2.50  0.02
19 C 5.50 -1.19 2.35  -0.01
20 C 0.57 -0.72 -2.99  0.00
21 C -1.07 0.65 -4.76  0.00
22 C 5.41 -1.68 0.00  -0.02
23 C 2.97 -0.07 5.79  0.05
24 C -4.18 1.08 1.47  0.00
25 C -3.72 -0.04 -1.03  0.00
26 C 6.15 -1.57 1.18  0.04
27 C -1.36 0.65 -3.41  0.00
28 C 1.63 0.13 5.50  -0.03
29 C -5.25 0.73 0.66  0.00
30 C -1.96 -3.40 -1.51  0.00
31 C 0.43 4.26 -2.02  0.00
32 C -1.02 4.69 0.00  0.00
33 C -2.08 4.33 -2.26  0.00
34 C 0.87 -0.73 -4.35  0.00
35 C -2.88 0.87 1.03  0.01
36 C 0.04 -0.04 -5.24  0.00
37 C 3.84 -0.42 4.76  -0.01
38 C 1.21 -0.02 4.20  0.10
39 H -0.26 -5.26 0.33  0.00
40 H -2.03 4.56 0.38  0.00
41 H 3.45 -1.48 -0.84  0.00
42 H -2.41 -4.39 -1.43  0.00
43 H -1.71 1.17 -5.46  0.00
44 H -2.24 1.18 -3.05  0.00
45 H -2.05 1.15 1.67  0.00
46 H -2.87 -2.19 1.27  0.00
47 H 6.06 -1.10 3.27  0.00
48 H 0.43 3.66 -2.93  0.00
49 H -2.90 3.81 -1.75  0.00
50 H -3.56 -0.46 -2.02  0.00
51 H 0.77 -4.04 1.12  -0.01
52 H 1.22 -1.27 -2.31  0.00
53 H -1.28 -3.38 -2.37  0.00
54 H -2.76 -2.66 -1.65  0.00
55 H 4.88 -0.59 4.98  0.00
56 H 0.86 -4.28 -0.65  0.00
57 H 0.92 0.39 6.28  0.00
58 H 1.20 3.97 -1.31  0.00
59 H -4.36 1.52 2.44  0.00
60 H -2.77 -3.96 1.39  0.00
61 H 0.68 5.29 -2.35  0.00
62 H -6.27 0.89 0.99  0.00
63 H -0.28 4.15 0.59  0.00
64 H 0.26 -0.06 -6.30  0.00
65 H 1.73 -1.27 -4.72  0.00
66 H -2.44 5.38 -2.34  0.00
67 H 5.88 -1.96 -0.93  0.00
68 H -1.63 -2.95 2.30  -0.01
69 H -5.85 -0.09 -1.24  0.00
70 H -1.91 3.96 -3.26  0.00
71 H 0.17 0.14 3.93  0.01
72 H -0.75 5.76 0.10  0.00

Properties
expectation value of S²	3.77
energy above the lowest of the compared OMol25 structures with the same formula, charge and spin	28.4	kJ/mol
frontier orbital gap (spin up / spin down)	5.970 / 6.015	eV
LUMO (spin up / spin down)	-9.29 / -9.29	eV
charge	+3
spin multiplicity	4
HOMO (spin up / spin down)	-0.5607 / -0.5624	hartree